Entry 1:
The following is a DFT calculation (ωB97M-V/def2-TZVPD) of a cluster of 5 separate species, C60H40NO11 in total in a non-equilibrium geometry.

**Total energy**: -3192.927800 a.u.
**Total charge**: -1
**Largest force on an atom**: 0.022 hartree/bohr

```
112
Properties=species:S:1:pos:R:3:forces:R:3:lowdin_charge:R:1
C 6.669775 3.770851 2.785621 0.864 -0.166 0.181 -0.07
C 8.050888 3.619040 2.140468 -1.096 0.207 -0.268 -0.28
O 8.977135 3.974060 3.133081 0.175 -0.274 0.504 -0.18
N 10.289100 3.919393 2.602579 0.469 0.273 -0.683 -0.05
C 10.854629 5.292808 2.579531 -0.333 -0.104 0.654 -0.13
C 9.806273 6.323604 2.111854 -0.724 0.621 0.410 -0.76
O 9.282181 7.086285 2.962329 0.390 -0.216 0.360 -0.10
O 9.549585 6.292139 0.902001 -0.009 -0.269 -0.968 -0.07
H 6.767285 4.588238 3.492660 -0.230 0.231 0.076 0.05
H 6.450946 2.862955 3.340838 -0.387 -0.031 0.097 0.07
H 5.903600 3.991272 2.051576 -0.168 -0.082 -0.092 0.06
H 8.163998 2.584698 1.806413 0.376 -0.071 -0.061 0.11
H 8.123220 4.291860 1.290167 0.301 0.073 -0.146 0.10
H 10.815738 3.424162 3.310309 -0.127 -0.227 0.081 0.09
H 11.672270 5.325863 1.867831 0.210 -0.225 -0.076 0.10
H 11.202413 5.530105 3.586188 0.093 0.336 0.034 0.09
C 2.534210 6.137005 1.931517 -0.021 0.032 -0.007 -0.04
C 1.487447 6.650948 1.173571 0.038 -0.038 0.042 -0.05
C 0.505664 5.809040 0.680788 0.023 0.167 -0.006 -0.01
C 0.570688 4.445247 0.933894 0.077 -0.136 0.046 -0.09
C 1.634436 3.925337 1.677096 -0.130 0.004 -0.075 -0.08
C 2.608363 4.777195 2.182444 0.093 0.109 0.050 0.01
C 1.748760 2.461136 1.921520 0.223 -0.045 0.148 -0.28
O 2.665794 2.005239 2.570194 -0.028 -0.022 0.005 0.11
C 0.708815 1.564252 1.340784 -0.080 0.090 -0.075 -0.08
C 0.825692 0.190473 1.508302 -0.024 -0.187 0.001 0.00
C -0.138079 -0.654571 0.985580 -0.041 0.062 -0.017 -0.06
C -1.229819 -0.131210 0.299761 -0.009 -0.056 -0.006 -0.06
C -1.347912 1.237004 0.126338 -0.071 -0.147 -0.042 0.00
C -0.376462 2.088704 0.637110 0.106 0.008 0.067 -0.08
C -0.501561 3.556272 0.411630 -0.179 0.148 -0.125 -0.28
O -1.454311 4.011812 -0.188999 0.002 -0.028 -0.002 0.10
H 3.295605 6.799365 2.322909 0.016 -0.010 -0.005 0.11
H 1.438878 7.712367 0.969375 0.005 0.006 0.008 0.11
H -0.311110 6.208217 0.095676 -0.060 -0.108 -0.002 0.12
H 3.424537 4.374665 2.767176 -0.017 -0.108 -0.035 0.11
H 1.673134 -0.214251 2.044222 0.045 0.125 0.034 0.12
H -0.042270 -1.725078 1.112432 -0.006 -0.005 -0.001 0.10
H -1.985655 -0.794992 -0.102175 0.007 -0.014 0.006 0.09
H -2.192421 1.647093 -0.409934 0.043 0.118 0.008 0.12
C -4.598602 -2.116270 -4.942120 -0.035 -0.056 -0.033 -0.05
C -5.301228 -3.085468 -5.650619 0.030 0.048 0.058 -0.05
C -5.662339 -4.271628 -5.035263 -0.041 0.044 -0.156 0.00
C -5.312702 -4.498713 -3.710499 0.080 0.056 0.107 -0.08
C -4.587074 -3.534954 -3.006053 -0.071 -0.127 -0.019 -0.08
C -4.241570 -2.340286 -3.623527 0.035 0.122 -0.096 0.00
C -4.160834 -3.778570 -1.601011 0.126 0.197 0.089 -0.27
O -3.534867 -2.940451 -0.986850 0.027 0.014 0.045 0.10
C -4.514271 -5.080847 -0.970253 -0.060 -0.067 -0.100 -0.08
C -4.078938 -5.351593 0.320318 0.035 -0.060 0.151 0.00
C -4.410213 -6.552162 0.924177 -0.047 -0.038 -0.039 -0.05
C -5.186001 -7.485274 0.244154 0.032 0.045 0.020 -0.06
C -5.618395 -7.222463 -1.044074 -0.001 -0.120 0.108 0.00
C -5.277906 -6.025088 -1.659664 0.051 0.115 -0.003 -0.08
C -5.722500 -5.770569 -3.057937 -0.118 -0.134 -0.159 -0.27
O -6.399341 -6.583755 -3.655208 -0.008 -0.057 0.062 0.09
H -4.324723 -1.186588 -5.422970 0.005 0.003 0.001 0.11
H -5.568035 -2.912973 -6.684771 -0.005 0.001 -0.003 0.11
H -6.211846 -5.024468 -5.583273 0.003 -0.073 0.089 0.12
H -3.690411 -1.590390 -3.073299 0.018 -0.071 0.089 0.12
H -3.478877 -4.623876 0.848737 -0.017 0.087 -0.089 0.12
H -4.065815 -6.763119 1.927878 -0.002 0.002 0.005 0.11
H -5.449412 -8.420390 0.720592 0.003 -0.003 0.003 0.11
H -6.217713 -7.948159 -1.575737 0.001 0.063 -0.101 0.11
C -3.226378 -9.848710 -10.802138 -0.014 -0.061 -0.003 -0.06
C -3.473203 -11.203211 -11.001627 -0.004 0.063 0.021 -0.06
C -4.225409 -11.914938 -10.083376 0.073 -0.041 -0.148 0.00
C -4.725846 -11.278683 -8.954690 0.008 0.129 0.076 -0.08
C -4.459218 -9.924324 -8.743476 -0.053 -0.132 0.027 -0.08
C -3.717357 -9.211049 -9.676117 0.097 0.046 -0.130 0.00
C -4.946818 -9.232467 -7.516881 0.033 0.259 0.061 -0.28
O -4.718976 -8.054327 -7.337591 -0.002 -0.008 -0.017 0.11
C -5.712701 -10.025562 -6.516311 -0.002 -0.165 -0.048 -0.08
C -6.128682 -9.414453 -5.340642 -0.002 0.119 0.107 0.01
C -6.853147 -10.134313 -4.407381 -0.031 -0.112 -0.002 -0.05
C -7.172932 -11.467080 -4.646992 0.030 0.073 -0.004 -0.06
C -6.756012 -12.083384 -5.814756 -0.085 -0.051 0.143 -0.01
C -6.017745 -11.369326 -6.749394 0.063 0.130 -0.052 -0.08
C -5.548580 -12.054814 -7.984773 -0.064 -0.255 -0.030 -0.28
O -5.824086 -13.217829 -8.196257 0.011 0.011 -0.002 0.10
H -2.645123 -9.292273 -11.525564 0.004 0.001 -0.001 0.11
H -3.078499 -11.702295 -11.876803 -0.004 0.001 -0.007 0.11
H -4.422986 -12.966447 -10.238723 -0.080 -0.005 0.097 0.12
H -3.522531 -8.159712 -9.516184 -0.048 -0.003 0.115 0.12
H -5.885716 -8.378202 -5.152141 0.005 0.018 -0.091 0.10
H -7.172114 -9.654931 -3.491259 -0.010 0.037 -0.018 0.10
H -7.745637 -12.026015 -3.918430 -0.002 -0.005 0.001 0.11
H -6.999519 -13.120119 -6.001125 0.068 -0.004 -0.104 0.12
C 6.286280 8.376718 4.979107 0.227 0.014 -0.134 -0.02
C 5.452267 7.267026 4.899187 -0.093 0.047 0.044 -0.03
C 4.256262 7.242704 5.599732 0.121 -0.114 -0.153 0.00
C 3.892938 8.323285 6.393640 -0.014 0.132 0.102 -0.09
C 4.743414 9.430542 6.492670 -0.119 -0.044 0.046 -0.09
C 5.933177 9.454747 5.774916 0.036 -0.079 -0.064 0.01
C 4.398367 10.578060 7.371727 0.237 0.134 -0.078 -0.28
O 5.126307 11.545950 7.461344 -0.049 0.020 0.042 0.10
C 3.130282 10.513351 8.155980 -0.052 -0.106 -0.014 -0.08
C 2.814423 11.549545 9.025504 -0.085 0.110 0.121 -0.01
C 1.635869 11.510137 9.750016 -0.033 -0.050 -0.022 -0.07
C 0.761646 10.437796 9.602805 0.045 0.038 -0.003 -0.07
C 1.074304 9.400556 8.741470 -0.131 0.045 0.122 -0.01
C 2.262332 9.429815 8.022285 0.088 0.074 -0.013 -0.08
C 2.599938 8.287721 7.123293 -0.067 -0.264 -0.118 -0.28
O 1.831946 7.354367 7.001295 -0.033 0.037 0.045 0.10
H 7.217356 8.390134 4.420955 -0.001 -0.103 -0.023 0.11
H 5.737901 6.422082 4.287147 0.066 0.028 -0.019 0.09
H 3.607659 6.379634 5.531520 -0.104 0.063 0.081 0.12
H 6.583863 10.315168 5.841980 -0.051 0.043 0.077 0.12
H 3.494081 12.383257 9.135394 0.080 -0.044 -0.101 0.12
H 1.394263 12.316403 10.430540 -0.003 0.005 -0.001 0.10
H -0.162946 10.411424 10.164962 -0.002 0.000 0.003 0.10
H 0.399439 8.563494 8.627781 0.085 -0.065 -0.080 0.12
```
Positions in Å, forces in eV/Å.


Entry 2:
The following is a DFT calculation (ωB97M-V/def2-TZVPD) of a cluster of 3 separate species, C2H2INO2 in total in a non-equilibrium geometry.

**Total energy**: -580.091606 a.u.
**Largest force on an atom**: 0.042 hartree/bohr
**Energy relative to the best compared isomer or geometry (same formula, charge and spin)**: 161.8 kcal per mole

```
8
Properties=species:S:1:pos:R:3:forces:R:3:nbo_charge:R:1
C -0.853322 -0.235527 0.618797 0.002 -0.235 -0.638 -0.19
C -0.362336 -0.124957 -0.469522 -1.011 0.444 -0.903 -0.24
N 1.771488 0.457797 0.198112 -1.645 0.499 -1.297 0.55
O 2.086684 1.530515 -0.182191 1.068 0.302 0.374 -0.28
O 2.169135 -0.455529 0.796508 1.678 -0.630 1.111 -0.27
I -3.540146 -0.936777 -1.089790 0.123 0.030 0.090 -0.06
H -1.084781 -0.369245 1.620595 -0.414 -0.167 1.136 0.24
H -0.186722 0.133725 -1.492509 0.200 -0.243 0.126 0.25
```
Positions in Å, forces in eV/Å.


Entry 3:
The following is a DFT calculation (ωB97M-V/def2-TZVPD) of a structure of composition C25H15Cl2N2O6Ta in a non-equilibrium geometry.

**Total energy**: -2499.688760 a.u.
**Total charge**: +2
**Largest force on an atom**: 0.059 hartree/bohr
**Energy relative to the best compared isomer or geometry (same formula, charge and spin)**: 16.1 kcal per mole

```
51
Properties=species:S:1:pos:R:3:forces:R:3:nbo_charge:R:1
Ta -0.260954 0.080536 -0.212165 2.464 -1.725 -0.157 2.53
O 2.715515 -2.406899 2.189478 -0.153 0.105 -0.113 -0.60
C 1.889232 -1.872242 1.328947 0.258 -0.277 0.226 0.81
O 1.205704 -0.882681 1.539331 -0.364 0.558 -0.146 -0.60
C 1.800404 -2.545368 0.019846 0.027 0.033 0.001 0.06
C 2.469686 -3.684654 -0.374629 0.024 -0.084 -0.008 -0.15
C 2.230733 -4.165893 -1.659273 0.006 -0.038 -0.020 -0.12
C 1.337477 -3.497315 -2.482133 0.030 -0.098 0.009 -0.15
C 0.727362 -2.357118 -1.989695 0.157 -0.021 0.157 0.11
N 0.962791 -1.887138 -0.771877 -0.064 0.188 -0.495 -0.44
C -0.242636 -1.531334 -2.764232 -0.084 0.596 0.329 0.77
O -0.675835 -1.758021 -3.835130 -0.063 -0.047 -0.129 -0.43
O -0.529761 -0.408421 -2.015023 -1.126 -0.222 -0.875 -0.79
H 2.721850 -1.902633 3.020314 0.027 0.024 0.080 0.53
H 3.153422 -4.180442 0.300257 -0.010 0.007 0.005 0.27
H 2.734981 -5.057197 -2.008024 -0.003 0.010 0.001 0.26
H 1.105655 -3.835675 -3.483144 0.007 0.011 0.001 0.28
Cl -4.804379 -1.557798 5.514828 0.011 0.012 -0.023 0.10
C -3.725206 -1.009643 4.297979 -0.033 -0.070 0.006 -0.04
C -3.229535 0.291153 4.357409 0.046 0.039 -0.039 -0.16
C -2.345283 0.756491 3.392616 -0.128 0.128 0.338 -0.09
Cl -1.745010 2.365231 3.451829 0.013 -0.068 -0.025 0.08
C -1.959804 -0.094887 2.376957 0.461 0.312 -0.580 0.37
O -1.076998 0.302302 1.432077 -1.235 0.950 1.184 -0.76
C -2.477526 -1.381447 2.289048 0.022 -0.468 -0.293 -0.26
C -2.138899 -2.223244 1.159492 -0.137 0.114 0.166 0.49
O -1.447260 -1.900092 0.180320 0.046 0.307 0.007 -0.62
C -3.360633 -1.850296 3.263327 -0.075 -0.062 0.065 -0.14
H -3.536146 0.947900 5.161006 0.008 -0.005 -0.005 0.27
H -2.555716 -3.236330 1.164186 -0.007 -0.007 -0.022 0.19
H -3.764124 -2.853433 3.202153 -0.002 0.017 0.017 0.25
C -2.550654 3.777793 -0.938948 -0.040 0.043 -0.042 -0.24
C -1.624238 4.589015 -1.587408 -0.012 0.023 0.001 -0.07
C -0.334750 4.134658 -1.798106 -0.035 0.085 -0.053 -0.21
C 0.019080 2.865582 -1.375907 -0.119 -0.024 -0.016 0.24
N -0.896377 2.082889 -0.759936 -0.032 -0.207 0.177 -0.58
C -2.148437 2.531409 -0.534933 0.043 -0.087 -0.031 0.10
C 1.356006 2.271187 -1.469333 0.026 0.007 -0.035 -0.01
C 2.355058 2.816492 -2.262624 0.083 0.072 0.012 -0.18
C 3.620970 2.252343 -2.260710 0.020 0.014 -0.003 -0.16
C 3.888771 1.158913 -1.451501 0.027 -0.047 0.026 -0.18
C 2.876834 0.591378 -0.686432 -0.031 0.196 -0.087 -0.17
C 1.586229 1.115859 -0.700114 -0.113 -0.258 0.338 -0.47
H -3.561010 4.107638 -0.747282 0.011 0.010 -0.003 0.26
H -1.906437 5.581056 -1.914802 0.001 -0.005 0.007 0.25
H 0.398228 4.771985 -2.269779 -0.003 -0.011 0.000 0.25
H -2.825127 1.860527 -0.020534 0.007 -0.005 0.014 0.22
H 2.159270 3.675603 -2.890886 0.001 0.005 0.033 0.23
H 4.399890 2.676342 -2.880175 -0.006 -0.014 0.014 0.24
H 4.884747 0.736431 -1.426353 -0.001 0.019 0.014 0.24
H 3.122842 -0.260514 -0.070311 0.053 -0.032 -0.032 0.19
```
Positions in Å, forces in eV/Å.